Molecular formula: C27H40F2I2O7
Method: DFT, wB97M-V/def2-TZVPD

Structure (XYZ):
```
78
Properties=species:S:1:pos:R:3:forces:R:3:lowdin_charge:R:1
C -4.67225 0.46797 1.28456 0.05 -0.22 -0.19 -0.1971
C -4.06554 -0.93998 1.64541 1.22 1.17 0.14 -0.8154
I -5.50317 -2.56238 1.55780 0.43 0.60 0.07 0.7859
C -3.26257 -0.90509 3.02848 0.79 -0.99 -0.88 -0.7172
I -4.26259 0.22716 4.57137 0.33 -0.39 -0.33 0.9669
C -1.82309 -0.41139 2.68464 -0.26 0.56 0.33 -0.1916
C -1.38678 0.86501 2.83946 0.63 -0.87 -0.73 0.0334
C 0.07574 1.19818 2.39417 -1.03 -0.79 -0.75 -0.2988
O 0.75807 2.01453 2.95426 -0.17 -0.07 -0.29 0.1058
C 0.55625 0.39900 1.13838 0.46 -1.02 -1.50 -0.0559
C 1.41776 0.94456 0.11085 -0.56 -2.01 -0.04 0.0325
C 1.76929 0.11001 -1.05104 -0.82 0.11 1.34 -0.1134
C 2.65651 0.76501 -2.14480 -0.14 -0.17 -0.52 -0.1396
C 1.93320 0.94475 -3.54787 -0.16 0.65 -0.39 -0.1835
C 1.22238 2.35612 -3.70542 -0.51 -0.32 0.05 -0.1543
C 0.15705 2.55645 -2.57160 1.23 -0.33 0.47 -0.1982
O -0.77370 3.63496 -2.84862 0.23 0.02 1.34 -0.0598
C -1.08184 4.25737 -1.64047 -0.38 0.36 0.16 -0.3384
O -0.91234 5.42133 -1.43983 0.00 -0.27 -0.55 0.1037
C 1.29184 -1.27839 -1.18428 -0.24 0.45 0.35 -0.0589
C 1.65009 -2.15632 -2.42445 -0.40 -0.57 0.22 -0.1216
C 0.37167 -2.94447 -2.99557 0.62 0.27 0.93 -0.1499
C 0.38339 -3.08251 -4.55753 -0.22 0.40 1.11 -0.1831
F 0.73415 -4.39537 -4.93675 -0.30 0.97 0.12 -0.0782
C 0.43589 -1.82796 -0.14611 0.79 2.86 1.01 -0.1282
F -0.07235 -3.08934 -0.13681 0.79 1.18 -0.51 0.0778
C 0.08884 -0.96967 0.97419 -0.27 -0.01 0.23 0.0044
C -0.86833 -1.50671 2.08960 0.31 1.24 -0.77 -0.2682
O -0.88798 -2.65388 2.44847 -0.28 0.40 0.00 0.1335
H -4.08202 1.29441 1.77154 -0.58 -0.90 -0.30 0.0501
H -5.73522 0.50925 1.63596 0.96 0.23 -0.39 0.0539
H -4.58388 0.66040 0.17909 -0.42 -0.39 1.03 0.0834
H -3.27830 -1.16388 0.87132 -0.93 -0.16 0.70 0.0758
H -3.14043 -1.95021 3.42245 -0.28 1.05 -0.30 0.0658
H -2.05085 1.66531 3.24419 0.89 -0.71 -0.14 0.0886
H 1.81223 1.98560 0.19521 -0.36 -1.09 -0.06 0.1268
H 3.58768 0.16587 -2.31554 -1.03 0.43 0.25 0.0864
H 3.00265 1.79312 -1.84291 -0.41 -1.02 0.07 0.1242
H 1.18060 0.13209 -3.75181 0.69 0.82 0.31 0.1024
H 2.69890 0.90069 -4.37393 -0.63 -0.13 0.88 0.1120
H 0.67435 2.41731 -4.68694 0.64 -0.13 0.81 0.1208
H 2.01146 3.15956 -3.69691 -0.92 -0.64 0.10 0.1238
H 0.71736 2.85034 -1.63925 -0.51 -0.53 -0.79 0.1066
H -0.36456 1.58325 -2.36684 0.19 0.87 -0.25 0.1360
H -1.55146 3.66327 -0.79922 0.51 -0.32 -1.09 0.1576
H 2.39376 -2.93976 -2.11909 -0.48 0.80 -0.18 0.1322
H 2.12014 -1.57618 -3.25153 -0.30 -0.28 0.93 0.0796
H -0.54647 -2.42299 -2.60318 0.74 -0.44 -0.79 0.1134
H 0.38651 -3.93420 -2.46146 -0.26 0.74 -0.99 0.1169
H -0.64340 -2.82365 -4.92370 0.97 -0.52 -0.10 0.1186
H 1.14471 -2.37034 -4.97618 -0.73 -0.77 0.11 0.1123
C 4.69119 0.96868 4.85905 0.00 0.05 0.08 -0.0929
C 3.97057 0.85500 3.52935 0.28 -0.22 0.13 -0.3295
O 4.90459 0.62106 2.47729 -0.02 0.09 -0.20 -0.0914
H 5.41854 1.78258 4.83116 -0.10 0.02 -0.02 0.0760
H 3.98550 1.15424 5.67135 0.05 -0.03 0.01 0.0746
H 5.24556 0.05178 5.07845 -0.10 -0.03 0.05 0.0711
H 3.43686 1.77808 3.30430 0.05 -0.09 -0.16 0.1011
H 3.24649 0.03360 3.54662 -0.14 0.10 0.10 0.1067
H 5.36690 -0.20121 2.67593 -0.05 0.10 -0.03 0.0772
C -9.34284 -0.35973 5.25669 -0.04 -0.09 0.05 -0.0916
C -7.95688 0.24971 5.16746 -0.41 0.19 -0.13 -0.3591
O -7.75621 0.83541 3.88387 0.20 -0.02 -0.09 -0.1312
H -9.47599 -1.11996 4.48450 0.08 -0.01 0.06 0.0772
H -9.50645 -0.81778 6.23435 -0.05 0.03 -0.03 0.0742
H -10.11121 0.40081 5.09269 0.02 0.01 0.12 0.0722
H -7.19340 -0.51499 5.30948 0.03 0.09 -0.15 0.0618
H -7.81917 1.02149 5.93265 0.02 -0.12 0.14 0.1095
H -8.42775 1.51727 3.76662 0.08 -0.08 0.00 0.0812
C 6.83477 -1.62334 -4.78090 0.01 -0.10 -0.04 -0.0902
C 5.63548 -0.69629 -4.80933 0.37 0.03 0.18 -0.3106
O 5.15647 -0.45937 -3.48654 -0.01 -0.04 -0.11 -0.1109
H 6.57151 -2.57477 -4.31471 -0.05 0.03 -0.08 0.0783
H 7.20388 -1.81566 -5.79010 0.04 0.01 0.05 0.0762
H 7.64450 -1.18975 -4.18799 0.02 0.05 -0.11 0.0742
H 4.82209 -1.14157 -5.38361 -0.08 0.07 0.15 0.1118
H 5.89636 0.26349 -5.26646 -0.02 -0.07 -0.16 0.1110
H 5.87533 -0.05700 -2.98390 -0.08 -0.07 -0.03 0.0934
```
Positions in Å, forces in eV/Å.

Values from the calculation:
* M: 768.41 g/mol
* frontier orbital gap: 8.4 eV
* total charge: 0

Molecular formula: C27H41B2F4N10O6Ti
Method: DFT, wB97M-V/def2-TZVPD

Structure (XYZ):
```
91
Properties=species:S:1:pos:R:3:forces:R:3:lowdin_charge:R:1
Ti 0.68368 -0.51494 0.14387 -0.27 -0.35 0.06 1.2105
C 1.77810 -4.63650 -1.49502 -0.01 0.00 -0.01 0.0299
C 1.51556 -3.19967 -1.21677 0.01 0.01 0.00 -0.2332
N 0.99632 -2.77658 -0.12170 -0.01 -0.05 -0.01 0.0151
O 0.64756 -3.76159 0.72634 0.01 0.00 0.00 0.0714
B 0.35189 -3.42416 2.15852 0.01 0.01 0.02 -1.0789
F 1.52168 -2.98802 2.78839 -0.01 -0.02 0.00 0.1383
F -0.14868 -4.55619 2.72495 0.00 0.01 0.00 0.2017
O -0.70890 -2.35334 2.22978 -0.02 -0.04 -0.04 0.0322
N -0.91108 -1.64771 1.09384 -0.08 0.01 0.00 -0.0190
C -2.00790 -1.86243 0.47256 0.00 0.05 -0.03 -0.2117
C -3.07090 -2.79153 0.93174 0.00 0.01 0.00 0.0417
C -2.11274 -1.12550 -0.81281 0.02 -0.03 0.04 -0.2161
N -1.03430 -0.51761 -1.14333 -0.03 0.04 -0.01 0.0061
O -1.08593 0.29970 -2.21253 0.01 -0.01 -0.01 0.0648
B -0.09741 0.01300 -3.31331 -0.02 0.01 0.00 -1.0831
F -0.17926 1.02265 -4.21033 0.00 0.00 0.00 0.2219
F -0.38026 -1.25839 -3.81380 -0.01 0.00 0.00 0.1617
O 1.31550 0.01054 -2.76010 0.03 0.00 0.02 0.0326
N 1.41398 -0.97039 -1.82539 0.07 -0.05 -0.09 -0.0224
C 1.73509 -2.14276 -2.22786 0.01 -0.01 0.02 -0.2162
C 2.19422 -2.47510 -3.60065 0.00 0.01 0.00 0.0270
C -3.35768 -1.13184 -1.61986 -0.01 0.00 0.00 0.0342
H 2.03982 -5.15213 -0.57406 0.02 0.00 0.00 0.1002
H 2.56290 -4.75760 -2.23738 -0.01 0.00 0.00 0.0862
H 0.87153 -5.11115 -1.87985 0.00 0.00 0.01 0.1166
H -2.93056 -3.04002 1.97844 0.00 0.00 0.00 0.1008
H -3.02188 -3.71533 0.34873 0.00 0.00 0.00 0.1179
H -4.05434 -2.35044 0.77143 0.00 0.00 0.00 0.0979
H 2.30371 -1.57473 -4.19436 0.00 0.00 0.00 0.1004
H 1.46439 -3.12521 -4.08506 0.00 0.00 0.00 0.1152
H 3.14289 -3.01291 -3.55006 0.00 0.00 0.00 0.0997
H -3.71293 -2.15679 -1.73364 0.00 0.00 -0.01 0.1056
H -3.17984 -0.68826 -2.59372 0.00 0.00 0.00 0.1028
H -4.14089 -0.57032 -1.10585 0.00 -0.01 -0.01 0.0969
C 3.77320 0.21526 4.09130 -0.03 0.09 0.00 0.0047
N 3.58703 0.20459 2.64802 0.03 -0.15 -0.06 -0.0401
C 4.65525 0.61397 1.73047 -0.02 0.00 0.01 -0.0830
C 3.97386 0.44465 0.36293 -0.01 -0.03 -0.01 -0.0878
N 2.97646 -0.63530 0.61099 0.16 0.03 0.09 -0.1226
C 3.68542 -1.94854 0.63829 -0.04 0.00 -0.02 0.0076
C 2.56237 -0.29561 1.94542 -0.13 0.27 0.01 -0.3682
N 1.29448 -0.39631 2.11125 0.23 -0.15 0.15 0.0293
C 0.60345 0.06441 3.32092 0.00 0.04 -0.01 -0.1363
C 0.13710 1.48474 3.07611 0.00 0.03 -0.05 -0.2229
N -0.89982 1.45790 2.06386 0.00 0.07 0.02 0.0998
C -1.55732 2.55259 1.84031 0.01 -0.03 -0.02 -0.3783
N -1.23258 3.85766 2.11042 -0.08 -0.03 0.27 -0.0720
C 0.08465 4.39177 2.37115 0.02 -0.03 -0.12 -0.0385
C -2.34607 4.74273 1.78249 0.02 0.00 -0.08 -0.1087
C -3.16742 3.88104 0.83323 -0.01 0.03 -0.02 -0.1229
N -2.81995 2.55025 1.29502 0.06 -0.02 -0.06 -0.0966
C -3.31115 1.41170 0.57196 -0.02 0.01 0.05 -0.0449
H 4.82308 0.00598 4.29423 0.00 0.02 0.00 0.1018
H 3.18203 -0.57254 4.54829 0.02 -0.01 0.01 0.0967
H 3.51611 1.18027 4.52979 -0.02 0.00 0.00 0.1013
H 5.54930 0.00310 1.87096 0.00 -0.02 -0.01 0.1249
H 4.92010 1.65721 1.90186 0.01 -0.01 0.02 0.1383
H 4.65185 0.16793 -0.44025 0.00 -0.01 0.00 0.1428
H 3.43904 1.35167 0.09460 0.01 -0.02 -0.02 0.1026
H 3.84007 -2.27635 -0.38696 -0.01 0.01 -0.02 0.0992
H 3.10128 -2.67999 1.18984 0.00 0.02 -0.02 0.0929
H 4.65861 -1.84193 1.11680 0.01 0.01 0.03 0.1029
H 1.26495 0.01591 4.18123 0.01 -0.02 0.00 0.1058
H -0.23640 -0.59775 3.49883 -0.01 0.01 -0.01 0.1181
H 1.02348 2.07004 2.79782 0.01 0.04 0.00 0.0984
H -0.23151 1.89468 4.02437 -0.02 0.00 0.00 0.1329
H 0.82263 3.97000 1.68537 0.03 -0.02 0.01 0.0787
H 0.42075 4.24148 3.39797 -0.01 -0.02 0.01 0.0847
H 0.05187 5.46423 2.18767 0.00 0.00 0.02 0.0926
H -1.98540 5.65336 1.30613 0.00 0.00 0.01 0.1215
H -2.91230 5.01361 2.67799 0.00 -0.01 -0.01 0.1254
H -2.85950 4.02355 -0.20888 -0.01 0.01 0.00 0.1226
H -4.23825 4.05767 0.92251 0.00 0.00 0.00 0.1267
H -2.87944 1.36515 -0.43467 0.00 0.03 0.01 0.0852
H -3.05174 0.51453 1.13276 0.01 -0.02 -0.01 0.0806
H -4.39724 1.47991 0.49513 0.00 0.00 -0.01 0.0999
O -0.54239 2.82215 -0.71064 0.03 -0.01 -0.02 0.1475
C 0.58034 2.41523 -0.80055 -0.24 -0.01 0.10 -0.4384
O 0.92361 1.20519 -0.26744 0.25 0.32 -0.27 -0.1486
C 1.68816 3.20108 -1.40490 0.04 0.05 0.06 -0.1255
C 2.80832 2.62105 -1.98954 -0.01 -0.03 -0.04 -0.0359
C 3.79317 3.42390 -2.54396 0.00 0.02 0.00 -0.0571
C 3.66743 4.80554 -2.50650 0.00 0.00 0.00 -0.0642
C 2.54432 5.38752 -1.93316 0.00 0.01 0.00 -0.0577
C 1.55142 4.58802 -1.39411 0.01 -0.02 0.03 -0.0097
H 2.86999 1.54663 -2.06992 0.00 -0.01 0.01 0.0972
H 4.65164 2.97209 -3.02356 0.00 0.00 0.00 0.1092
H 4.43767 5.43030 -2.93918 0.00 0.00 0.00 0.1100
H 2.43914 6.46395 -1.91762 0.00 0.00 0.00 0.1104
H 0.65988 5.02239 -0.96178 0.00 0.01 0.00 0.1186
```
Positions in Å, forces in eV/Å.

Values from the calculation:
* energy above the lowest of the compared OMol25 structures with the same formula, charge and spin: 45.4 kJ/mol
* M: 747.17 g/mol
* frontier orbital gap: 6.5 eV
* total charge: +1

Molecular formula: C27H41Br3Cl24N3
Method: DFT, wB97M-V/def2-TZVPD

Structure (XYZ):
```
98
Properties=species:S:1:pos:R:3:forces:R:3:lowdin_charge:R:1
C -1.98228 2.06739 -0.51835 -0.40 -0.82 0.05 -0.1849
C -1.62452 0.80559 -1.42226 0.70 0.78 1.31 -0.6915
Br -3.25926 -0.34214 -1.44131 0.71 0.40 -0.43 0.6819
C -0.42747 0.01756 -0.70073 -0.70 -0.43 -1.28 -0.1943
C 0.52223 -0.65402 -1.74244 2.22 -0.38 -0.05 -0.0645
C -0.04791 -1.23560 -2.95747 -1.64 0.45 0.40 -0.0549
N 0.54870 -1.84504 -3.98427 -0.11 1.15 2.56 0.1302
N 1.84377 -1.92492 -3.76304 1.57 -0.45 -0.22 0.0559
C 2.57531 -1.50532 -2.71938 1.61 1.07 1.88 -0.0778
C 4.10398 -1.80730 -2.76840 1.57 -1.50 0.17 -0.1487
C 4.67601 -3.04272 -2.13790 2.06 2.88 -2.20 -0.0058
C 6.11663 -3.15060 -2.35458 -1.11 -0.49 -0.30 -0.1549
C 6.95482 -2.15673 -3.06393 -2.82 -1.23 -0.45 -0.2862
N 6.38878 -1.05260 -3.62158 -0.61 -1.85 0.70 0.0466
C 5.04972 -0.94726 -3.46507 -1.79 0.16 0.14 -0.1545
C 1.98915 -0.78451 -1.57419 -2.59 -0.46 -2.18 -0.0892
C 2.69072 -0.20419 -0.32174 -0.41 -0.58 0.47 -0.6055
Br 4.24786 0.95358 -0.72826 -0.98 -0.31 -0.05 0.7163
C 2.98841 -1.31624 0.81725 -0.85 -0.05 0.14 -0.6835
C 2.15488 -2.63620 0.59918 -0.36 0.76 0.54 -0.1401
Br 4.91373 -1.66220 1.10257 -1.04 -0.17 -0.02 0.6911
H -2.58989 2.81773 -1.08850 0.58 -0.79 0.62 0.0403
H -1.06692 2.55650 -0.08919 -0.87 -0.42 -0.60 0.0371
H -2.58283 1.65693 0.34448 0.58 0.66 -0.80 0.0720
H -1.33048 1.09705 -2.46289 -0.62 -0.37 0.99 0.0225
H -0.88245 -0.82083 -0.09381 0.61 0.95 -0.33 0.0627
H 0.07445 0.76806 -0.04378 -0.17 -0.97 -0.55 0.0819
H -1.16520 -1.16315 -3.05639 1.26 -0.10 0.01 0.0995
H 2.36673 -2.38964 -4.52845 -0.26 0.36 0.36 0.0686
H 4.07061 -3.78478 -1.57968 0.69 0.58 -0.52 0.1041
H 6.63601 -4.04304 -1.92078 -0.52 0.94 -0.50 0.1103
H 8.04896 -2.35454 -3.17198 -1.28 0.30 -0.14 0.1136
H 4.58707 -0.04830 -3.95870 0.60 -0.87 0.51 0.1197
H 1.94393 0.48398 0.16202 0.92 -0.64 -0.69 0.0751
H 2.62707 -0.88458 1.79257 0.57 -0.32 -1.09 0.0647
H 1.08300 -2.30532 0.45903 1.05 -0.47 -0.03 0.0520
H 2.47993 -3.24238 -0.27878 -0.20 0.46 0.82 0.0654
H 2.14323 -3.22746 1.55775 0.30 0.45 -1.14 0.0380
C -1.07282 -2.57201 3.00206 -0.03 -0.27 0.12 -0.9681
Cl 0.01975 -1.19154 2.80684 0.05 -0.26 0.10 0.5313
Cl -2.08320 -2.80013 1.56816 0.04 -0.01 0.01 0.5283
H -0.48207 -3.46996 3.16537 0.01 0.10 -0.12 0.0271
H -1.71544 -2.39115 3.85890 0.03 0.15 -0.15 -0.0480
C 4.35701 -3.61664 4.27816 0.23 0.13 0.00 -1.0274
Cl 4.31949 -2.80316 5.84564 0.05 0.01 -0.05 0.5154
Cl 2.82329 -4.43495 3.94248 -0.03 -0.08 -0.09 0.5140
H 4.53852 -2.87702 3.50205 -0.13 -0.09 0.15 -0.0631
H 5.15534 -4.35387 4.28241 -0.16 -0.02 0.08 0.0322
C 8.70809 -0.27078 -0.40322 0.17 0.16 0.23 -0.9258
Cl 7.47887 -1.47000 -0.85286 1.24 1.12 1.73 0.6550
Cl 8.73125 0.00449 1.34283 0.05 0.06 -0.03 0.5254
H 9.68385 -0.63291 -0.71620 -0.12 -0.08 0.09 0.0377
H 8.48262 0.66662 -0.90518 -0.12 -0.11 0.07 0.0386
C -4.67635 -1.95241 5.78434 -0.16 0.12 0.01 -1.0202
Cl -3.34585 -3.11887 5.73238 0.00 -0.09 0.14 0.5420
Cl -4.95729 -1.21717 4.20375 -0.04 -0.78 -0.33 0.4790
H -5.58048 -2.46671 6.09854 0.11 -0.03 -0.10 0.0239
H -4.43027 -1.17064 6.49638 0.08 -0.05 -0.13 -0.0557
C 1.43872 2.78698 -3.42036 0.26 0.13 -0.05 -0.9375
Cl 0.19192 1.93597 -4.34385 0.12 -0.03 -0.19 0.5622
Cl 0.94699 3.03218 -1.73882 0.29 -0.01 -0.11 0.5836
H 2.35147 2.19619 -3.43588 -0.12 -0.03 0.07 0.0147
H 1.61715 3.75593 -3.87910 -0.16 -0.05 0.06 0.0396
C -5.07206 1.99776 6.98122 0.12 0.40 -0.06 -0.9791
Cl -4.74760 1.51392 5.31041 -0.35 0.76 0.37 0.4688
Cl -5.58612 0.62128 7.96489 -0.04 0.15 0.07 0.5237
H -4.16442 2.41628 7.40905 -0.02 -0.15 -0.04 0.0201
H -5.86059 2.74525 6.98451 0.00 -0.16 -0.02 0.0298
C -3.08210 5.64630 -3.32615 -0.17 0.03 -0.11 -1.0270
Cl -1.63841 4.80115 -2.74696 0.01 0.04 0.04 0.5274
Cl -2.78172 6.44120 -4.87740 -0.04 0.09 0.03 0.5400
H -3.88582 4.91576 -3.44648 0.69 0.52 -0.11 -0.1142
H -3.37008 6.39840 -2.59597 0.15 -0.02 -0.07 0.0363
C -0.58493 1.76810 5.31261 0.12 0.07 0.19 -0.9874
Cl -1.75648 0.65956 6.03593 0.39 -0.10 0.12 0.5134
Cl -0.69295 1.76212 3.54657 -0.05 0.50 0.03 0.4667
H -0.78500 2.77389 5.67155 -0.09 -0.10 -0.09 0.0309
H 0.41595 1.46324 5.60607 -0.11 -0.08 -0.10 0.0311
C -7.10138 4.64492 -3.67650 -0.27 0.13 -0.05 -0.9673
Cl -5.65335 3.81706 -3.08318 -0.73 -0.51 0.37 0.5587
Cl -6.79639 5.42973 -5.22872 -0.02 0.00 0.04 0.5274
H -7.89723 3.91552 -3.79896 0.17 -0.02 -0.05 0.0326
H -7.39796 5.39809 -2.95177 0.14 -0.03 -0.07 0.0320
C -7.19138 -1.97746 10.78415 0.08 0.05 0.20 -1.0258
Cl -8.36612 -3.06421 11.53046 0.06 0.05 0.05 0.5141
Cl -7.30236 -2.02364 9.01896 0.03 -0.01 -0.02 0.4808
H -7.38560 -0.96303 11.12171 -0.09 -0.09 -0.11 0.0279
H -6.19153 -2.28135 11.08165 -0.11 -0.07 -0.10 0.0281
C 2.28633 -1.67376 -7.75706 -0.24 0.13 -0.27 -0.9705
Cl 3.32264 -2.54901 -6.61648 0.20 -0.16 -0.06 0.5678
Cl 1.39500 -0.37983 -6.94966 0.04 0.01 -0.05 0.5104
H 2.90992 -1.24080 -8.53428 0.06 -0.02 0.19 0.0356
H 1.57819 -2.37138 -8.19561 0.04 0.02 0.17 0.0365
C -3.10735 3.11231 -6.33035 0.07 0.08 0.04 -1.0409
Cl -4.30983 1.99350 -5.67479 0.11 -0.11 0.03 0.4891
Cl -3.10002 3.08692 -8.09703 0.08 0.06 0.02 0.5196
H -3.34261 4.11786 -5.99421 -0.08 -0.10 -0.11 -0.0390
H -2.12370 2.82311 -5.97001 -0.10 -0.05 -0.07 -0.0148
```
Positions in Å, forces in eV/Å.

Values from the calculation:
* energy above the lowest of the compared OMol25 structures with the same formula, charge and spin: 0.0 kJ/mol
* M: 1498.23 g/mol
* frontier orbital gap: 7.4 eV
* total charge: +1